DFT (wB97M-V/def2-TZVPD) results for C15H52BNO22 as an isolated structure in a non-equilibrium geometry.

Positions of all 91 atoms, in Å:
C (-4.5153, -3.7062, 1.5156)
C (-3.0427, -3.8466, 1.8675)
C (-1.8583, -3.2072, 1.2218)
C (-1.6473, -3.9801, -0.1831)
N (-0.6177, -3.3115, -0.9709)
C (-0.2688, -3.9771, -2.3514)
C (1.2153, -4.2702, -2.5026)
C (1.6095, -4.4369, -1.1204)
C (0.7717, -3.4735, -0.3669)
C (-0.8746, -1.8871, -1.2905)
C (-2.2682, -1.6536, -1.9180)
C (-2.3315, -0.0844, -2.5016)
H (-4.6796, -2.6165, 1.5815)
H (-5.3324, -4.1808, 2.1516)
H (-4.6118, -3.8013, 0.4394)
H (-2.8391, -4.9284, 1.6520)
H (-3.0446, -3.6950, 3.0236)
H (-1.0410, -3.2950, 1.7713)
H (-2.1899, -2.1763, 1.0397)
H (-2.6486, -3.9916, -0.8814)
H (-1.3918, -5.0106, 0.0767)
H (-0.5954, -3.4891, -3.4494)
H (-0.8342, -4.8115, -2.3823)
H (1.7360, -3.6441, -3.1387)
H (1.2715, -5.1906, -3.0235)
H (2.6808, -4.1946, -1.0487)
H (1.5065, -5.4576, -0.7303)
H (1.5580, -2.6067, -0.2665)
H (0.7184, -3.7292, 0.7219)
H (-0.0174, -1.4163, -1.9271)
H (-0.8263, -1.5031, -0.3247)
H (-3.0274, -1.6092, -1.0601)
H (-2.5175, -2.3908, -2.6920)
H (-1.4421, 0.0726, -3.0724)
H (-2.3950, 0.5437, -1.6765)
H (-3.0668, -0.0636, -3.1706)
O (-2.1619, 3.0992, -1.7274)
C (-1.0025, 2.7833, -1.5585)
O (-0.7357, 2.2383, -0.4391)
B (0.6703, 1.8583, -0.4448)
O (1.0830, 2.2368, -1.7787)
C (0.1168, 2.7824, -2.3810)
O (0.0557, 2.7191, -3.5610)
O (0.9951, 0.3971, -0.2547)
C (1.7662, 0.3361, 0.8181)
O (2.4436, -0.5867, 1.0972)
C (1.7818, 1.6488, 1.3795)
O (1.3895, 2.5910, 0.7117)
O (2.3371, 1.8902, 2.4705)
O (-1.2966, 4.9626, -4.6535)
H (-0.3902, 5.5060, -4.8323)
H (-0.8632, 4.3659, -4.2604)
O (3.8138, -1.7229, -1.0674)
H (4.2166, -2.5551, -0.7976)
H (3.7850, -1.1968, -0.3142)
O (2.2952, 5.2922, 1.3840)
H (3.1951, 5.6148, 1.1780)
H (2.1658, 4.6258, 0.6174)
O (-3.4421, 2.6061, -4.8778)
H (-2.6261, 3.0421, -5.0556)
H (-3.4605, 2.3764, -3.9815)
O (1.2051, 1.9175, -5.7096)
H (2.1089, 1.7541, -5.7523)
H (0.8528, 1.9342, -4.7163)
O (-1.0479, 3.1366, 3.1537)
H (-0.6724, 2.3900, 2.7665)
H (-1.6504, 3.0837, 3.9971)
O (-1.0075, 5.3674, 1.3151)
H (-1.0000, 4.9238, 2.2604)
H (-0.5523, 4.9146, 0.5546)
O (-3.7973, 2.8260, 0.4735)
H (-3.0090, 2.8058, 0.1935)
H (-4.3070, 2.8285, -0.3467)
O (3.9228, 3.4417, 4.7334)
H (4.0680, 2.4751, 4.7873)
H (4.0351, 3.6649, 5.7170)
O (1.2174, -2.4600, 3.7143)
H (1.1641, -3.3461, 3.2863)
H (1.2309, -1.9973, 3.0138)
O (-0.5989, 0.4098, 2.5004)
H (-1.5562, 0.5028, 2.4041)
H (-0.5709, -0.0590, 3.4484)
O (1.1818, 2.4962, 4.8925)
H (0.4341, 2.8779, 4.4937)
H (1.3935, 2.0187, 4.1522)
O (4.6518, -0.5118, 2.5168)
H (4.7510, -1.2439, 3.0510)
H (3.7208, -0.6047, 2.0652)
O (5.0863, 2.5010, 1.1946)
H (4.9106, 3.4353, 1.0777)
H (4.5609, 2.6259, 2.0781)

## Properties
multiplicity = 1
HOMO-LUMO gap = 9.043 eV
energy relative to the best compared isomer or geometry (same formula, charge and spin) = 246.06 kJ/mol
energy = -2337.4368 Ha
E_LUMO = -0.80 eV
HOMO energy = -9.845 eV



DFT (wB97M-V/def2-TZVPD) results for a 11-piece molecular cluster, C15H52O11 overall in a non-equilibrium geometry.

Positions of all 78 atoms, in Å:
C (-19.3857, -2.7505, -17.3943)
O (-18.5567, -3.9215, -17.5829)
H (-20.2921, -2.9953, -16.8390)
H (-18.8366, -1.9989, -16.8323)
H (-19.6735, -2.3597, -18.3707)
H (-19.0683, -4.6819, -17.2920)
C (-12.2018, -8.8560, -18.6643)
O (-12.9612, -9.8145, -19.4365)
H (-12.5758, -7.8582, -18.8889)
H (-12.4060, -9.0772, -17.6177)
H (-11.1355, -8.9228, -18.8676)
H (-12.3749, -10.1882, -20.0978)
C (-19.5425, -5.1724, -20.2966)
O (-19.8782, -5.5238, -21.6383)
H (-18.5186, -5.4965, -20.1422)
H (-19.5482, -4.0859, -20.1485)
H (-20.2279, -5.6156, -19.5714)
H (-20.8324, -5.4992, -21.7404)
C (-19.5776, -7.9593, -15.8401)
O (-19.7953, -8.8466, -16.9307)
H (-19.7319, -8.4955, -14.8941)
H (-18.5514, -7.5920, -15.8366)
H (-20.3200, -7.1702, -15.8868)
H (-18.9722, -9.3242, -17.0801)
C (-21.1873, -7.2307, -20.3026)
O (-20.3519, -6.9222, -19.1908)
H (-22.2270, -7.3908, -19.9808)
H (-21.1243, -6.4026, -20.9967)
H (-20.9081, -8.1889, -20.7578)
H (-20.3733, -7.6449, -18.5518)
O (-15.6854, -3.9603, -17.2847)
H (-15.3996, -4.5993, -17.9476)
H (-16.6542, -4.0068, -17.3227)
C (-10.5011, -4.5826, -20.8868)
C (-11.1804, -5.9536, -20.8517)
O (-12.5845, -5.8427, -21.1685)
H (-11.1597, -3.8707, -20.3938)
H (-10.1863, -4.1883, -21.8532)
H (-9.5785, -4.6266, -20.2944)
H (-11.0571, -6.2546, -19.8110)
H (-10.6511, -6.6657, -21.4886)
H (-12.5836, -5.9212, -22.1286)
C (-15.7142, -3.0694, -21.3651)
C (-14.4923, -2.7155, -22.2290)
O (-13.2513, -2.8593, -21.5014)
H (-16.5979, -3.1206, -22.0067)
H (-15.9092, -2.2269, -20.6951)
H (-15.5665, -3.9764, -20.7829)
H (-14.5403, -1.6872, -22.5776)
H (-14.4561, -3.3795, -23.1046)
H (-13.3717, -3.7212, -21.0770)
C (-17.0436, -10.8776, -16.5264)
C (-16.9349, -10.5473, -17.9924)
O (-17.6511, -11.5484, -18.7278)
H (-18.0817, -10.9276, -16.2155)
H (-16.4342, -10.1833, -15.9359)
H (-16.5464, -11.8311, -16.3410)
H (-15.9049, -10.5397, -18.3644)
H (-17.3389, -9.5456, -18.2039)
H (-17.2268, -11.6470, -19.5881)
C (-17.0063, -9.5878, -21.4876)
C (-16.4960, -10.8155, -22.2132)
O (-16.1257, -11.8050, -21.2270)
H (-17.0874, -8.7118, -22.1257)
H (-16.3752, -9.3755, -20.6196)
H (-17.9942, -9.7850, -21.0561)
H (-15.6633, -10.5391, -22.8615)
H (-17.3095, -11.2441, -22.8054)
H (-15.3909, -12.3155, -21.5747)
C (-16.9401, -6.9538, -18.9973)
C (-15.6017, -7.1197, -19.6489)
O (-14.7246, -6.1081, -19.1893)
H (-16.9446, -7.2377, -17.9404)
H (-17.6491, -7.6104, -19.5092)
H (-17.3563, -5.9465, -19.0348)
H (-15.6836, -7.0562, -20.7471)
H (-15.1798, -8.1235, -19.4900)
H (-13.8614, -6.2138, -19.6060)

## Properties
multiplicity = 1
HOMO-LUMO gap = 9.007 eV
SMILES = CCO.CCO.CCO.CCO.CCO.CO.CO.CO.CO.CO.O
energy relative to the best compared isomer or geometry (same formula, charge and spin) = 646.87 kJ/mol
energy = -1430.0821 Ha
E_LUMO = 0.19 eV
HOMO energy = -8.820 eV



DFT (wB97M-V/def2-TZVPD) results for C15H54LiN18O21 as an isolated structure in a non-equilibrium geometry.

Positions of all 109 atoms, in Å:
Li (2.0657, 1.9723, -2.4715)
C (-0.8090, -0.4213, -1.5231)
C (-1.1211, -0.9409, -0.2912)
C (-0.6124, -0.2927, 1.0180)
O (-0.8787, -0.7757, 2.1893)
C (0.1446, 0.8391, 0.9376)
C (0.4834, 1.4718, -0.3592)
C (-0.1180, 0.8054, -1.6916)
O (0.3253, 1.2374, -2.7179)
O (1.3570, 2.3265, -0.4013)
O (-1.8283, -2.0519, -0.3248)
H (-1.1183, -0.9389, -2.4191)
H (0.5278, 1.2739, 1.8489)
C (0.1355, 6.4647, 0.6970)
O (-0.0835, 7.1549, -0.2706)
N (0.2404, 5.1830, 0.6819)
N (0.3417, 6.8474, 1.9424)
H (-0.1363, 4.6694, -0.1019)
H (0.4873, 4.6513, 1.5044)
H (0.6322, 6.2665, 2.7158)
H (0.1762, 7.8225, 2.1470)
C (-1.7434, 3.9025, 4.2159)
O (-2.1669, 5.0606, 4.0805)
N (-1.5565, 3.0902, 3.1383)
N (-1.3834, 3.3657, 5.2770)
H (-1.5671, 2.0816, 3.1903)
H (-1.5487, 3.4467, 2.1934)
H (-1.5036, 4.0760, 5.9849)
H (-1.5844, 2.3769, 5.2319)
C (3.4376, -2.3857, 3.2620)
O (3.0408, -2.9367, 4.2317)
N (2.8735, -1.3753, 2.5689)
N (4.5347, -2.8093, 2.6925)
H (3.4394, -1.0131, 1.8149)
H (1.9624, -1.0060, 2.8007)
H (5.2400, -3.3353, 3.1886)
H (4.8368, -2.3929, 1.8233)
C (-4.4550, -0.4075, -2.6719)
O (-5.6223, -0.3052, -3.0972)
N (-4.2485, -1.1300, -1.6502)
N (-3.4180, 0.3770, -2.8944)
H (-3.3586, -1.4675, -1.3121)
H (-4.9858, -1.8187, -1.6962)
H (-2.6255, 0.3582, -2.2686)
H (-3.4050, 1.0861, -3.6135)
C (3.8809, -0.2162, -4.0140)
O (3.0742, 0.4712, -3.4625)
N (3.8519, -0.4477, -5.2721)
N (4.8417, -0.7313, -3.4253)
H (3.1036, -0.0382, -5.8129)
H (4.4160, -1.1233, -5.7676)
H (5.3250, -0.2837, -2.6596)
H (5.3204, -1.5266, -3.8234)
C (5.0100, 0.4623, 0.8594)
O (4.2976, -0.4578, 0.4722)
N (4.9003, 1.7572, 0.6899)
N (6.1031, 0.2180, 1.6212)
H (3.9778, 2.0053, 0.3618)
H (5.5673, 2.4686, 0.9527)
H (6.6351, 1.0245, 1.9156)
H (6.2642, -0.7293, 1.9323)
C (-0.9170, -3.8508, 4.6933)
O (-1.1639, -2.9389, 5.4919)
N (-0.3599, -3.6383, 3.5906)
N (-1.1649, -5.0753, 4.9526)
H (-0.3224, -2.6931, 3.2365)
H (-0.0213, -4.4233, 3.0529)
H (-0.3653, -5.5959, 4.6214)
H (-1.6633, -5.3495, 5.7872)
C (-4.0274, -2.7493, -5.5275)
O (-4.1020, -3.8143, -6.0168)
N (-2.9545, -2.1727, -5.0664)
N (-5.0432, -1.9274, -5.4745)
H (-2.0726, -2.6436, -4.9226)
H (-2.9657, -1.2664, -4.6208)
H (-5.8403, -2.2507, -6.0038)
H (-5.0465, -0.9820, -5.1194)
C (-4.9835, -1.4965, 2.5914)
O (-6.1552, -1.6211, 2.6194)
N (-4.2466, -2.2187, 1.7896)
N (-4.2615, -0.6130, 3.2068)
H (-3.2440, -2.3156, 1.7161)
H (-4.6839, -2.9449, 1.2404)
H (-4.8580, 0.0313, 3.7060)
H (-3.2532, -0.5576, 3.1894)
O (-0.9413, -3.6885, -2.9876)
H (-1.6833, -3.3890, -2.4624)
H (-0.4403, -2.8936, -3.1705)
O (0.0727, 4.3223, -2.8105)
H (0.1823, 3.6189, -3.4504)
H (0.9449, 4.7075, -2.7255)
O (2.5216, 3.4248, 2.0451)
H (2.6993, 2.6838, 2.6245)
H (1.7572, 3.1539, 1.5367)
O (0.0310, -4.3805, 0.6394)
H (-0.6126, -3.6810, 0.7525)
H (-0.3121, -5.1084, 1.1577)
O (-1.8868, 0.0082, 5.1123)
H (-1.5767, -0.7124, 4.5639)
H (-1.1371, 0.2289, 5.6650)
O (1.8749, 2.8367, -4.5881)
H (1.9544, 2.0448, -5.1198)
H (2.6255, 3.3733, -4.8430)
O (0.2520, -0.5832, -4.9354)
H (0.3212, -0.0622, -4.1354)
H (0.3898, 0.0456, -5.6439)
O (1.8882, -2.4095, -1.2735)
H (1.2565, -1.9223, -1.8025)
H (2.5616, -1.7666, -1.0513)

## Properties
multiplicity = 1
HOMO-LUMO gap = 6.410 eV
energy = -3177.4931 Ha
E_LUMO = 0.45 eV
HOMO energy = -5.958 eV
total charge = -1